Entry from the Open Molecules 2025 dataset: C56H148As5F30N9O9 as an isolated structure at a distorted geometry (wB97M-V/def2-TZVPD).

Last column: Löwdin charge in e.
CARTESIAN COORDINATES (ANGSTROEM)
H1 -1.271 -4.254 -5.579  0.11
H2 -0.593 2.318 -0.158  0.10
O1 3.376 -3.864 2.700  -0.20
F1 -1.321 -5.366 2.920  -0.27
C1 0.453 -6.395 -5.418  0.04
H3 -6.246 -3.756 3.234  0.12
As1 3.844 1.237 1.768  0.84
H4 8.616 -4.074 -3.191  0.13
H5 1.271 -4.412 -8.125  0.14
C2 -4.946 -2.758 -4.229  -0.01
C3 -2.910 -0.805 0.399  -0.06
H6 7.219 -1.064 -4.949  0.12
H7 -3.163 -2.746 -2.152  0.13
H8 0.795 -4.161 -4.379  0.13
C4 1.162 -5.362 -7.602  -0.05
F2 1.905 6.589 4.045  -0.27
C5 5.234 -1.194 -5.648  -0.05
H9 -0.227 7.741 7.323  0.14
H10 0.821 -1.066 -3.084  0.06
N1 -2.796 7.221 5.158  -0.25
H11 5.069 -4.900 -8.391  0.11
C6 -5.013 -5.093 4.378  -0.19
H12 4.298 -0.353 -1.780  0.07
F3 2.916 0.031 2.633  -0.25
H13 -3.754 -1.064 -0.241  0.07
C7 -4.086 -3.915 -3.726  -0.30
C8 -5.482 -3.665 4.007  -0.09
H14 -5.219 -4.096 -2.042  0.08
C9 -2.302 4.724 5.698  -0.03
H15 -0.886 -0.591 -3.091  0.08
N2 -0.987 7.476 -3.084  0.23
F4 -2.249 -3.779 4.497  -0.26
H16 2.211 -6.331 1.346  0.16
F5 1.009 5.000 0.970  -0.25
F6 3.482 0.491 0.185  -0.29
H17 5.629 -1.834 -6.439  0.08
H18 5.075 -4.903 3.274  0.15
H19 -2.201 -1.630 0.401  0.04
C10 -4.655 -2.317 5.930  -0.15
H20 6.361 -4.247 -3.226  0.14
F7 2.496 4.469 2.911  -0.24
H21 6.005 -3.562 -4.830  0.10
H22 -1.172 8.567 -1.323  0.16
H23 4.538 -7.668 4.147  0.10
H24 -2.523 6.400 -1.057  0.10
F8 4.253 2.036 3.280  -0.24
H25 -2.653 1.246 2.708  0.11
H26 0.610 0.236 1.889  0.12
C11 2.793 8.755 -1.800  -0.05
H27 1.002 0.885 -0.596  0.10
F9 2.403 2.221 1.584  -0.25
C12 4.155 -5.082 2.716  -0.18
H28 -7.239 -7.447 4.771  0.10
F10 0.221 -4.328 4.593  -0.25
H29 -6.640 -6.929 3.216  0.09
H30 -1.055 8.471 5.095  0.15
H31 -4.425 -5.449 -2.305  0.16
H32 -0.736 6.830 5.456  0.12
C13 3.985 -0.995 -2.603  -0.04
C14 -3.304 5.901 5.628  -0.15
H33 1.590 -2.510 -6.859  0.10
H34 8.129 -1.639 -2.765  0.11
F11 -8.230 -1.844 0.000  -0.22
H35 6.138 -0.018 -4.102  0.13
O2 -2.206 -4.567 -2.450  -0.20
H36 3.165 -8.343 3.465  0.09
H37 -1.893 -6.461 -6.585  0.08
H38 -2.819 3.218 0.983  0.08
N3 -4.973 -4.747 -2.802  0.22
C15 -1.635 7.307 9.372  -0.07
F12 -2.029 -3.072 2.173  -0.27
H39 -3.551 -1.513 4.291  0.06
H40 -4.398 -2.228 -5.010  0.10
F13 -2.056 1.621 -3.536  -0.26
H41 3.284 -2.070 1.671  0.07
C16 -6.788 -3.481 6.193  0.03
H42 -0.573 -5.068 -1.313  0.09
C17 -3.833 -1.200 5.295  -0.07
H43 -2.887 3.890 6.088  0.09
H44 5.154 -6.095 -6.995  0.10
H45 4.994 -0.201 -6.021  0.10
F14 5.234 0.170 1.958  -0.26
C18 -1.439 7.636 5.680  -0.09
C19 -1.809 3.360 1.357  -0.05
H46 -0.692 -3.633 -7.095  0.13
H47 3.324 7.939 -2.291  0.08
H48 10.502 -1.816 -5.064  0.10
C20 4.901 -5.087 -7.328  -0.07
F15 -2.760 3.303 -5.116  -0.25
N4 6.204 -2.092 -3.409  -0.24
C21 -2.853 -3.401 -2.972  -0.18
F16 -0.547 3.127 -2.388  -0.27
F17 4.779 2.447 0.836  -0.27
H49 -4.051 -3.195 6.142  0.12
H50 -2.171 -2.808 -3.587  0.12
H51 1.357 3.783 -1.262  0.06
H52 -1.449 4.813 6.368  0.09
C22 -0.009 -0.134 1.070  -0.05
H53 2.721 -6.505 -6.598  0.12
H54 -5.035 8.547 3.787  0.08
O3 1.412 8.584 -2.140  -0.17
H55 -3.292 9.253 5.143  0.13
H56 -6.235 -4.255 6.714  0.11
H57 -5.064 -1.949 6.871  0.13
H58 -0.977 1.129 3.334  0.12
H59 -5.839 9.016 5.227  0.10
C23 4.811 -2.285 -2.844  -0.15
H60 7.234 -2.585 -1.596  0.12
H61 -5.836 -3.223 -4.648  0.10
C24 0.793 7.544 -1.436  -0.21
N5 -1.193 0.847 1.162  -0.21
H62 -4.629 -3.240 3.475  0.11
C25 1.260 -4.119 -5.364  -0.15
C26 -0.888 -4.559 -6.557  -0.16
H63 -1.521 -3.730 -0.606  0.08
H64 -4.207 5.735 5.050  0.12
H65 -1.622 -5.777 -8.175  0.09
F18 -0.410 -2.112 3.970  -0.26
H66 -4.565 -5.651 3.556  0.13
H67 -1.503 9.012 7.270  0.13
H68 -6.062 -1.276 3.682  0.11
H69 -0.465 8.224 -3.540  0.16
H70 -5.573 -7.792 4.341  0.09
H71 -1.374 6.659 0.210  0.07
H72 0.532 -2.010 -5.457  0.08
H73 -1.980 0.768 -0.845  0.12
H74 -3.594 6.645 3.253  0.10
H75 -2.482 6.939 9.948  0.10
C27 3.764 4.972 -1.097  -0.20
H76 -3.092 1.332 0.387  0.12
H77 -0.602 6.570 -3.348  0.12
O4 3.529 -4.756 -7.152  -0.22
C28 -1.452 6.478 -0.863  -0.04
H78 -8.243 -2.619 3.648  0.09
H79 -3.807 8.401 6.631  0.13
O5 -0.125 -0.803 -1.195  -0.19
H80 2.890 8.806 -0.713  0.09
H81 -7.609 -3.921 5.632  0.11
H82 -1.989 7.565 -3.226  0.17
H83 10.774 -3.220 -4.111  0.10
F19 -6.087 -2.095 1.345  -0.24
As2 -6.747 -2.722 -0.132  0.83
C29 3.227 -6.154 3.297  -0.26
O6 8.755 -2.735 -4.775  -0.23
F20 2.689 6.754 1.637  -0.27
H84 5.183 6.349 -0.647  0.15
N6 0.504 -5.112 -6.259  -0.25
C30 -1.689 0.754 2.599  0.01
C31 7.159 -1.745 -2.285  0.05
F21 -1.302 5.001 -4.040  -0.27
N7 1.999 -6.220 2.332  0.24
H85 0.217 0.577 -2.742  0.08
H86 1.584 -5.285 2.397  0.09
H87 2.898 -5.776 4.263  0.16
H88 -0.991 5.507 -1.044  0.07
As3 1.458 5.812 2.489  0.84
O7 -2.012 7.120 8.029  -0.21
H89 0.266 -7.248 -6.065  0.12
H90 4.382 -7.662 2.326  0.09
H91 2.027 2.288 -1.856  0.07
H92 1.156 6.539 -1.684  0.13
C32 10.164 -2.843 -4.938  -0.07
F22 -7.280 -3.433 -1.679  -0.28
C33 1.320 -2.672 -5.815  -0.05
H93 2.188 -2.178 -5.366  0.06
H94 4.453 -5.372 1.702  0.12
H95 3.754 5.384 -2.112  0.13
H96 4.926 -2.665 2.206  0.10
C34 -5.134 8.281 4.838  -0.05
C35 -3.781 8.366 5.544  -0.12
C36 0.741 -0.130 -0.280  -0.16
H97 -5.636 7.324 4.976  0.08
H98 5.943 5.363 1.396  0.16
H99 2.211 3.790 -2.833  0.10
C37 -0.727 7.608 -1.582  -0.27
H100 -0.365 -1.125 1.344  0.10
H101 1.001 7.609 -0.362  0.11
O8 3.445 3.601 -1.223  -0.19
C38 -6.589 -1.560 4.596  -0.17
C39 6.229 -1.027 -4.498  -0.14
N8 4.986 5.225 1.084  0.24
H102 -1.913 4.426 4.723  0.05
F23 0.207 4.997 3.448  -0.27
H103 -0.572 -3.358 -1.968  0.07
H104 -7.207 -2.691 6.812  0.11
C40 5.109 5.278 -0.460  -0.27
C41 -2.342 0.577 0.162  -0.11
H105 -1.386 4.265 0.917  0.05
H106 -1.767 3.546 2.429  0.06
H107 0.227 2.453 1.333  0.11
C42 6.275 4.400 -0.886  -0.03
F24 -7.341 -4.192 0.679  -0.26
C43 6.644 -3.482 -3.953  -0.07
H108 2.250 -4.561 -5.286  0.11
H109 4.900 -2.718 -1.847  0.12
H110 -5.751 -5.162 -3.301  0.17
C44 8.109 -3.828 -4.127  -0.18
H111 2.926 -1.230 -2.493  0.06
C45 -1.880 -5.525 -7.142  -0.05
H112 10.389 -3.503 -5.777  0.10
H113 -2.883 -5.142 -7.323  0.10
C46 0.059 -0.489 -2.551  -0.11
C47 2.192 3.363 -1.827  -0.10
H114 5.608 -4.422 -6.832  0.06
H115 4.395 6.001 1.384  0.11
H116 1.415 -6.951 2.726  0.16
C48 -6.362 -7.041 4.267  -0.08
H117 3.974 -3.412 0.817  0.07
H118 3.132 9.723 -2.163  0.10
C49 3.947 -2.922 1.800  -0.08
H119 4.298 -1.713 -5.430  0.05
H120 -3.838 -4.652 -4.491  0.14
H121 -8.738 -1.771 5.089  0.08
H122 2.987 -6.320 -8.355  0.14
H123 -2.637 8.121 3.207  0.11
H124 4.344 -3.028 -3.488  0.11
C50 -1.153 -4.176 -1.533  -0.06
H125 -3.454 6.133 6.684  0.12
H126 -8.397 -0.855 3.687  0.10
H127 -0.434 -6.190 -4.818  0.10
F25 0.309 7.055 2.094  -0.26
H128 6.785 -0.864 -1.769  0.12
C51 -1.289 7.945 7.156  -0.21
H129 -1.901 6.440 3.363  0.08
F26 0.473 -3.652 2.179  -0.28
H130 -0.766 6.670 9.566  0.10
H131 -1.353 8.343 9.571  0.10
H132 -6.353 -0.687 5.203  0.12
H133 -1.812 -0.295 2.868  0.07
F27 -2.956 3.807 -2.638  -0.26
H134 3.932 -0.358 -3.489  0.07
F28 -6.114 -1.414 -1.118  -0.27
H135 6.198 3.336 -0.689  0.08
C52 2.645 -5.818 -7.448  -0.18
H136 -2.944 -1.030 5.904  0.10
H137 -4.203 -4.979 5.104  0.11
C53 -2.699 7.127 3.644  0.01
N9 -5.898 -2.813 5.157  -0.22
H138 0.681 -6.124 -8.208  0.14
H139 2.918 5.408 -0.557  0.10
C54 3.884 -7.541 3.286  -0.03
H140 7.222 4.792 -0.508  0.09
F29 -0.365 2.801 -4.809  -0.28
H141 6.392 4.657 -1.942  0.10
C55 -8.052 -1.726 4.242  -0.05
O9 -6.060 -5.838 4.958  -0.21
H142 4.622 4.328 1.420  0.12
H143 -4.330 -0.232 5.351  0.07
As4 -0.879 -3.722 3.366  0.86
C56 -0.774 2.321 0.918  -0.14
F30 -5.161 -3.521 -0.458  -0.30
As5 -1.676 3.300 -3.724  0.79
H144 -3.330 -0.921 1.401  0.07
H145 -5.089 -2.012 -3.448  0.09
H146 1.331 -6.495 -4.790  0.10
H147 1.761 -0.515 -0.192  0.10
H148 8.273 -4.635 -4.848  0.14

Total charge: +4
HOMO-LUMO gap: 8.245 eV
DFT total energy: -17566.550717 a.u.
Molar mass: 2036.40 g mol⁻¹
LUMO level: -7.1 eV
Highest occupied orbital energy: -15.368 eV



Entry from the Open Molecules 2025 dataset: a 2-piece molecular cluster, CH3OP overall at a distorted geometry (wB97M-V/def2-TZVPD).

Last column: natural (NBO) charge in e.
CARTESIAN COORDINATES (ANGSTROEM)
C1 -0.502 -0.138 0.208  -0.25
H1 -0.987 -0.256 1.624  0.14
O1 0.503 -1.017 -0.071  -0.73
P1 1.169 0.484 0.054  0.76
H2 -1.139 0.230 -0.456  0.17
H3 0.956 0.697 -1.360  -0.10

HOMO-LUMO gap: 10.824 eV
Energy above the lowest of the compared OMol25 structures with the same formula, charge and spin: 2.799 eV
DFT total energy: -456.373569 a.u.
Molar mass: 62.01 g mol⁻¹
LUMO level: 0.8 eV
Highest occupied orbital energy: -10.068 eV



Entry from the Open Molecules 2025 dataset: one molecule with the formula F2HNS at a distorted geometry (wB97M-V/def2-TZVPD).

Last column: natural (NBO) charge in e.
CARTESIAN COORDINATES (ANGSTROEM)
S1 -0.603 -0.144 0.350  1.63
H1 1.548 -1.180 0.133  0.44
F1 -1.398 0.181 -1.276  -0.56
F2 -0.440 1.523 0.593  -0.48
N1 0.892 -0.380 0.201  -1.03

HOMO-LUMO gap: 10.799 eV
Energy above the lowest of the compared OMol25 structures with the same formula, charge and spin: 0.707 eV
DFT total energy: -653.200358 a.u.
Molar mass: 85.08 g mol⁻¹
LUMO level: -0.4 eV
Highest occupied orbital energy: -11.229 eV



Q: What is the highest occupied orbital energy in the third record?
A: -11.229 eV